Density functional theory data (the ωB97M-V functional and the def2-TZVPD basis) for a single C4H4N2O molecule.

Values from the calculation:
- 2S+1 = 3
- highest occupied orbital energy (alpha / beta) (eV) = -5.8 / -9.5
- LUMO energy (alpha / beta) (eV) = 0.332 / -4.997

Each line ends with the Mulliken charge.
CARTESIAN COORDINATES (ANGSTROEM)
1 O -1.363 -0.374 1.473  -0.46
2 N 1.297 0.137 -2.339  -0.44
3 H 0.944 -1.796 -0.074  0.31
4 C 0.748 0.363 -1.353  0.24
5 H -0.491 -2.725 0.643  0.29
6 H -0.634 1.942 1.058  0.41
7 H 0.182 2.642 -0.379  0.30
8 C -0.525 -0.601 0.684  0.38
9 C -0.167 1.732 0.168  -1.37
10 C 0.083 0.520 -0.153  0.63
11 N -0.074 -1.840 0.273  -0.29

Atomic forces in eV per Å
O -3.43 -0.41 4.40
N 0.38 0.01 -0.80
H -2.25 -0.68 0.69
C 0.71 -1.86 -0.12
H 0.76 1.15 -0.27
H -1.16 0.51 1.92
H -0.32 -1.21 0.29
C 3.96 3.25 -6.38
C -0.48 8.83 0.71
C -0.07 -7.41 -0.07
N 1.89 -2.18 -0.35

---

Density functional theory data (the ωB97M-V functional and the def2-TZVPD basis) for a molecular structure, C5H8N2.

Values from the calculation:
- highest occupied orbital energy (eV) = -7.8
- LUMO energy (eV) = 0.687

Each line ends with the Mulliken charge.
CARTESIAN COORDINATES (ANGSTROEM)
1 C -0.147 0.905 1.432  -0.53
2 H -1.877 1.882 -0.878  0.25
3 H -0.701 -2.795 -0.959  0.25
4 N -0.943 1.647 -1.175  -0.61
5 H 1.571 -0.278 -0.320  0.37
6 H -0.332 -3.243 0.783  0.25
7 N -0.860 -0.228 1.146  -0.34
8 C 1.256 0.574 -0.914  -1.23
9 C -0.105 1.026 -0.536  0.64
10 C -0.640 -1.204 0.399  0.67
11 C -0.543 -2.465 0.058  -1.00
12 H 1.260 0.312 -1.972  0.34
13 H -0.756 1.706 1.839  0.30
14 H 1.962 1.389 -0.743  0.33
15 H 0.856 0.772 1.839  0.31

Atomic forces in eV per Å
C 0.62 1.04 -3.64
H 0.28 0.39 0.66
H 0.09 0.12 -0.09
N -0.63 -1.00 -1.60
H 0.00 -0.07 -0.04
H 0.01 0.23 0.14
N -1.26 -3.53 -1.18
C -0.04 -0.35 -0.50
C 1.36 3.02 3.75
C -0.50 0.46 3.15
C -0.03 -0.37 -0.79
H 0.14 -0.06 -0.02
H 0.20 -0.07 0.16
H -0.17 0.06 0.04
H -0.07 0.13 -0.05

---

Density functional theory data (the ωB97M-V functional and the def2-TZVPD basis) for 8 unconnected molecules or ions with the total composition C47H51F4N9O2.

Values from the calculation:
- SMILES string = CCCCCc1cc(F)c2c(c1-c1cccnc1)C(=O)N(C(F)(F)F)C2=O.c1cc[nH]c1.c1cc[nH]c1.c1cc[nH]c1.c1cc[nH]c1.c1cc[nH]c1.c1cc[nH]c1.c1cc[nH]c1
- highest occupied orbital energy (eV) = -8.1
- LUMO energy (eV) = -0.792

Each line ends with the Mulliken charge.
CARTESIAN COORDINATES (ANGSTROEM)
1 H -3.323 6.451 1.087  0.32
2 C 0.773 -0.862 0.304  0.21
3 C -5.209 0.912 -1.313  -0.97
4 C 2.326 0.697 -0.724  -0.93
5 C -3.681 -1.219 -5.106  0.12
6 C 5.303 -1.126 2.467  -0.41
7 H -0.654 5.704 1.434  0.54
8 H -5.770 1.772 -1.632  0.69
9 C 0.627 -1.441 -0.959  0.22
10 H -11.042 1.015 -0.881  0.37
11 C 7.234 -2.514 -0.917  -0.43
12 H -11.875 -1.441 -0.111  0.39
13 H 0.145 -2.749 4.516  0.45
14 C -1.619 -2.329 3.396  -0.55
15 H 6.140 -1.229 1.776  0.29
16 H -4.827 -1.504 0.831  0.44
17 C 7.807 1.551 5.270  -0.50
18 C 4.072 -0.673 1.659  0.33
19 O 0.906 -1.590 -4.399  -0.47
20 H -1.666 -1.842 -5.865  0.40
21 F 2.779 0.597 -3.040  -0.40
22 C -2.661 -1.479 -6.061  -0.61
23 H -2.563 4.244 0.167  0.20
24 H -5.701 7.007 -0.083  0.39
25 C -10.638 0.354 -0.134  -0.51
26 H -4.116 3.220 -1.464  0.39
27 N -9.538 0.706 0.598  0.01
28 N -4.461 -0.752 -7.122  0.03
29 O -1.183 -3.102 -1.022  -0.48
30 C -11.036 -0.889 0.277  -0.39
31 H 0.477 6.665 -0.830  0.44
32 C -3.174 -1.183 -7.296  -0.55
33 C 0.949 -1.819 -3.249  -0.78
34 H -6.362 0.424 0.387  0.14
35 C -3.779 -0.797 -1.006  0.18
36 C -1.402 -1.386 1.381  -0.31
37 N -2.234 -1.851 2.312  -0.39
38 H 4.778 -3.404 -2.727  0.16
39 H 2.230 1.953 1.536  0.59
40 C -5.088 6.135 -0.240  -0.66
41 C -10.142 -1.304 1.301  -0.44
42 H 8.930 -0.529 7.560  0.40
43 C 5.927 -2.906 -1.029  -0.37
44 H 3.534 -1.578 1.376  0.12
45 C -4.096 0.312 -1.840  -0.96
46 H 5.739 -2.505 4.060  0.42
47 H 3.011 1.530 -0.665  0.62
48 C 8.110 1.313 6.584  -0.39
49 H 1.122 0.813 2.367  0.41
50 H -2.259 -2.723 4.176  0.39
51 H 6.783 -2.972 -4.163  0.40
52 H -1.861 -0.960 0.499  0.45
53 C -3.886 5.881 0.368  -0.28
54 H -3.567 0.629 -2.723  0.69
55 N -0.360 3.811 0.494  0.10
56 C -4.709 -0.831 -0.001  -1.06
57 N -3.427 4.680 -0.097  0.16
58 C 0.589 -1.895 2.595  -0.32
59 C 0.292 5.633 -0.583  -0.39
60 H 7.993 2.015 7.393  0.41
61 F 2.019 -4.360 -3.663  -0.29
62 H 1.655 -1.943 2.729  0.58
63 H 4.066 -2.596 3.487  0.26
64 H 8.788 -2.222 -2.505  0.39
65 F 2.470 -3.731 -1.647  -0.24
66 H 7.744 -2.275 0.002  0.45
67 H 5.365 -3.302 2.539  0.31
68 C 1.979 0.913 1.707  -1.32
69 H 4.450 -0.160 0.778  0.17
70 C 5.103 -2.464 3.180  -1.33
71 C 2.140 0.123 -1.971  0.40
72 H -2.736 -1.240 -8.277  0.38
73 C 8.578 -0.545 5.408  -0.46
74 C -4.779 -0.773 -5.791  -0.88
75 C -9.230 -0.299 1.478  -0.45
76 C 1.455 -4.088 -2.481  0.82
77 C -5.361 5.041 -1.109  -0.62
78 C -0.014 -1.390 1.450  0.10
79 N 0.507 -3.070 -2.631  0.26
80 H 5.587 -0.342 3.169  0.27
81 C 6.787 -2.863 -3.092  -0.56
82 H -6.224 4.915 -1.742  0.43
83 H -5.753 -0.472 -5.446  0.39
84 H 0.175 2.343 -0.954  0.76
85 C -0.253 -2.361 3.592  -0.80
86 H -9.036 1.570 0.504  0.21
87 H 5.164 -3.056 -0.283  0.50
88 H 2.877 -0.227 3.370  0.24
89 H 1.031 4.493 -2.366  0.47
90 H -8.395 -0.212 2.151  0.42
91 H 7.977 0.307 3.572  0.23
92 C 1.298 -0.962 -2.081  0.52
93 C 3.205 0.291 2.472  -1.14
94 C 1.679 0.219 0.409  1.53
95 C 8.600 -0.018 6.671  -0.44
96 H -3.616 -1.347 -4.039  0.56
97 N -5.575 0.210 -0.198  0.09
98 C -0.283 5.178 0.571  -0.82
99 H 3.867 1.094 2.784  0.52
100 C 0.157 3.389 -0.702  -0.74
101 H -0.749 3.210 1.199  0.22
102 C 7.781 -2.486 -2.229  -0.64
103 N 8.097 0.417 4.561  0.01
104 N 5.664 -3.113 -2.355  0.09
105 H -10.167 -2.233 1.845  0.41
106 C 0.581 4.495 -1.388  -0.62
107 H -2.963 -1.491 -1.130  0.88
108 H 8.862 -1.516 5.040  0.39
109 H 7.412 2.425 4.781  0.37
110 C -0.186 -2.629 -1.425  -0.20
111 C -4.314 4.165 -0.994  -0.30
112 F 0.927 -5.191 -1.981  -0.27
113 H -5.078 -0.463 -7.858  0.17

Atomic forces in eV per Å
H -0.01 0.03 -0.01
C -0.10 -0.03 -0.31
C -0.07 -0.13 0.00
C 0.23 -0.10 -0.55
C 0.08 -0.04 -0.01
C -0.09 -0.17 -0.36
H 0.04 0.02 0.01
H -0.04 -0.01 -0.03
C -0.25 0.36 0.25
H -0.01 -0.01 -0.01
C 0.00 0.02 0.00
H 0.00 0.00 0.00
H 0.03 -0.09 0.09
C -0.59 -0.17 0.29
H 0.12 0.01 -0.02
H 0.06 -0.01 0.00
C 0.00 0.00 -0.05
C 0.69 0.19 0.58
O 0.28 0.11 -1.22
H 0.01 0.00 0.00
F -0.01 0.02 0.12
C 0.01 -0.01 0.00
H 0.08 0.08 -0.12
H 0.00 0.00 0.00
C 0.03 0.02 -0.02
H 0.01 -0.02 -0.06
N 0.01 -0.04 0.02
N 0.01 -0.03 0.03
O -0.77 -0.65 0.52
C -0.01 0.00 0.01
H 0.02 0.00 0.00
C -0.02 0.03 -0.02
C 0.51 -0.10 1.48
H -0.04 -0.06 -0.01
C 0.01 0.06 -0.09
C -0.44 0.19 -0.29
N 0.94 0.06 0.08
H 0.00 -0.03 0.01
H -0.34 0.21 -0.18
C -0.01 -0.02 0.02
C 0.00 -0.01 0.00
H 0.00 0.00 0.00
C -0.09 0.02 0.01
H -0.22 0.09 -0.38
C 0.01 0.08 0.03
H -0.01 -0.20 0.17
H 0.01 0.12 0.12
C -0.01 0.00 0.01
H -0.20 0.36 0.02
H -0.13 0.01 0.01
H 0.02 0.01 0.00
H -0.08 0.00 0.06
C -0.01 -0.04 -0.01
H -0.03 0.01 -0.03
N -0.10 -0.03 0.04
C -0.12 0.00 0.06
N -0.15 0.09 0.05
C -0.64 -0.06 0.16
C 0.03 -0.09 -0.02
H 0.00 0.00 0.00
F 0.06 -0.01 0.09
H 0.24 0.04 -0.14
H -0.06 0.00 0.18
H 0.01 0.00 0.00
F 0.26 -0.02 0.13
H 0.01 -0.02 0.00
H -0.02 -0.09 -0.13
C 0.56 -0.90 0.61
H -0.25 -0.09 -0.34
C 0.10 0.36 0.10
C -0.26 -0.07 0.18
H 0.02 0.00 0.01
C 0.00 -0.01 -0.05
C -0.03 0.05 -0.03
C 0.07 0.07 -0.04
C 0.00 -0.05 -0.54
C 0.00 0.03 0.06
C 0.53 0.12 0.07
N -1.11 -0.16 -0.58
H -0.06 0.03 0.17
C -0.03 0.01 0.01
H 0.01 0.02 -0.02
H 0.01 0.00 0.03
H -0.02 0.01 -0.04
C 0.34 0.03 -0.08
H -0.04 0.04 0.02
H 0.01 0.00 0.00
H -0.13 0.08 0.17
H -0.01 0.00 -0.01
H -0.02 -0.01 0.04
H 0.01 -0.01 -0.01
C -0.06 0.15 -0.29
C -0.02 -0.30 -0.55
C -0.27 0.01 -0.08
C -0.02 0.00 0.01
H -0.04 -0.04 0.01
N 0.14 -0.04 -0.05
C 0.04 0.05 0.14
H -0.06 0.18 0.19
C 0.03 -0.02 -0.01
H 0.11 -0.03 0.05
C 0.01 0.01 0.00
N -0.03 -0.01 0.02
N -0.02 0.00 0.02
H 0.00 0.00 0.00
C -0.07 0.01 -0.01
H -0.16 -0.04 -0.08
H 0.02 0.00 0.01
H 0.01 0.01 0.01
C 1.66 0.64 0.20
C 0.03 0.00 -0.02
F -0.16 -0.10 0.11
H -0.01 -0.01 -0.01

---

Density functional theory data (the ωB97M-V functional and the def2-TZVPD basis) for a single C5H9N molecule.

Values from the calculation:
- SMILES string = C/C=C/C=C/N
- highest occupied orbital energy (eV) = -7.1
- LUMO energy (eV) = 1.120

Each line ends with the Mulliken charge.
CARTESIAN COORDINATES (ANGSTROEM)
1 H 1.677 -2.796 -1.024  0.21
2 C -0.922 2.323 1.354  -1.14
3 C 0.056 -1.608 -1.101  -0.17
4 H -0.907 -1.932 -1.208  0.39
5 C 0.671 -0.522 -0.508  -0.44
6 C -0.217 0.169 0.324  -0.21
7 H 0.719 -3.383 -2.070  0.24
8 H 1.710 -0.491 -0.502  0.35
9 H -1.554 2.546 0.462  0.27
10 H -1.256 -0.022 0.110  0.22
11 N 0.938 -2.500 -1.658  -0.55
12 H -0.546 3.251 1.683  0.37
13 H -1.568 1.971 2.116  0.29
14 H 1.125 1.697 1.043  0.25
15 C 0.075 1.297 0.977  -0.09

Atomic forces in eV per Å
H 0.15 0.80 -0.10
C -1.32 -0.47 -1.26
C 4.72 1.11 0.19
H -2.80 0.28 0.18
C -3.70 -3.75 -0.55
C -0.14 3.19 0.38
H -1.33 -0.01 -0.57
H 1.65 0.44 -0.03
H 0.23 -0.07 0.60
H -0.39 -0.23 0.34
N 2.19 -1.86 -0.17
H 0.84 0.95 0.38
H -0.90 -0.33 0.87
H -0.84 -0.98 -0.13
C 1.65 0.92 -0.13

---

Calculated energy relative to the best compared isomer or geometry (same formula, charge and spin) in order - 43.9; 107.2; 0.0; 51.9 kcal per mole